1.
Below is a 2-piece molecular cluster, C20H44NO2 overall, with properties calculated with wB97M-V/def2-TZVPD.

Computed properties:
- Total charge: -1
- Highest occupied orbital energy: -0.78 eV

Geometry (Å):
C: 1.639 3.028 6.793
C: 1.705 3.760 5.455
C: 0.356 3.827 4.720
C: -0.413 2.511 4.734
C: -1.638 2.497 3.829
C: -2.269 1.107 3.701
C: -1.407 0.109 2.909
C: -0.546 -0.820 3.786
C: -1.124 -2.230 3.922
C: -0.975 -3.064 2.649
C: 0.492 -3.396 2.311
C: 0.972 -2.777 0.997
C: 0.352 -3.429 -0.234
C: 0.835 -2.809 -1.541
H: 2.611 3.132 7.305
H: 0.908 3.552 7.444
H: 2.064 4.816 5.491
H: 2.420 3.258 4.783
H: 0.508 4.124 3.671
H: -0.267 4.612 5.171
H: 0.283 1.707 4.463
H: -0.693 2.277 5.765
H: -2.395 3.201 4.195
H: -1.360 2.853 2.827
H: -3.264 1.188 3.251
H: -2.426 0.707 4.711
H: -0.759 0.670 2.228
H: -2.053 -0.499 2.266
H: 0.470 -0.886 3.386
H: -0.430 -0.375 4.776
H: -0.631 -2.754 4.749
H: -2.183 -2.162 4.195
H: -1.566 -3.980 2.733
H: -1.412 -2.503 1.816
H: 0.628 -4.481 2.260
H: 1.137 -3.049 3.122
H: 0.727 -1.708 0.997
H: 2.063 -2.836 0.929
H: 0.584 -4.500 -0.230
H: -0.739 -3.357 -0.182
H: 0.703 -1.724 -1.525
H: 0.292 -3.200 -2.404
H: 1.898 -3.007 -1.703
C: -0.610 -0.056 -8.376
O: -1.251 -0.046 -7.121
C: -1.071 -1.236 -6.360
C: -0.317 -0.945 -5.082
N: 1.033 -0.499 -5.377
C: 1.836 -0.149 -4.213
C: 1.351 1.003 -3.341
O: 1.355 2.252 -4.012
C: 0.127 2.628 -4.597
H: -0.874 0.873 -8.879
H: 0.481 -0.115 -8.285
H: -0.945 -0.898 -8.991
H: -0.526 -1.978 -6.952
H: -2.058 -1.640 -6.119
H: -0.265 -1.866 -4.493
H: -0.903 -0.222 -4.496
H: 0.991 0.290 -6.009
H: 2.840 0.098 -4.564
H: 1.929 -1.036 -3.579
H: 2.039 1.098 -2.497
H: 0.353 0.810 -2.928
H: -0.719 2.340 -3.965
H: -0.026 2.188 -5.587
H: 0.132 3.713 -4.696

Atom charges from the natural (NBO) analysis, given in e for atoms 1 to 6:
1. C -1.010
2. C -0.404
3. C -0.377
4. C -0.419
5. C -0.385
6. C -0.389

=====

2.
Below is C20H44NOP3STb as an isolated structure in a non-equilibrium geometry, with properties calculated with wB97M-V/def2-TZVPD.

Computed properties:
- Expectation value of S²: 12.8437
- Total charge: +3
- Multiplicity: 7
- Highest occupied orbital energy (spin up / spin down): -15.12 / -15.27 eV

Geometry (Å):
Tb: 0.359 0.256 0.010
P: -0.427 -0.868 2.535
P: 2.826 -1.297 0.799
P: -2.203 1.410 0.129
H: 2.254 -1.610 -2.756
C: 1.518 -0.890 -2.413
C: 1.636 0.484 -2.529
H: 2.595 0.998 -2.375
C: -1.133 -2.528 2.219
C: 0.657 -1.265 3.961
C: -1.798 -0.108 3.508
C: 4.298 -1.266 -0.312
C: 3.748 -0.808 2.312
C: 2.643 -3.097 1.108
C: -2.435 2.333 -1.444
C: -2.781 2.663 1.323
C: -3.670 0.286 0.121
H: 0.568 -1.355 -2.044
H: 0.800 1.117 -2.859
H: -1.480 -2.964 3.161
H: -0.375 -3.186 1.781
H: -1.977 -2.458 1.525
H: 0.033 -1.551 4.818
H: 1.244 -0.389 4.257
H: 1.355 -2.078 3.748
H: -1.890 -0.634 4.470
H: -2.753 -0.158 2.973
H: -1.578 0.947 3.724
H: 4.915 -2.168 -0.186
H: 4.918 -0.400 -0.048
H: 3.961 -1.186 -1.350
H: 4.587 -1.496 2.497
H: 3.106 -0.789 3.200
H: 4.167 0.194 2.146
H: 3.631 -3.570 1.162
H: 2.080 -3.544 0.281
H: 2.105 -3.271 2.048
H: -3.487 2.339 -1.764
H: -1.842 1.858 -2.239
H: -2.081 3.367 -1.329
H: -3.829 2.911 1.099
H: -2.172 3.569 1.248
H: -2.716 2.295 2.349
H: -4.442 0.680 -0.556
H: -4.097 0.143 1.121
H: -3.354 -0.707 -0.240
C: -2.611 -1.535 -4.273
C: -3.695 -2.445 -4.345
C: -4.226 -2.857 -5.570
C: -3.700 -2.357 -6.767
C: -2.659 -1.424 -6.726
C: -2.110 -1.013 -5.489
S: -2.057 -1.065 -2.641
H: -1.010 -0.110 -2.641
H: -4.145 -2.785 -3.414
H: -5.079 -3.532 -5.585
H: -4.133 -2.654 -7.728
H: -2.285 -0.989 -7.665
H: -1.325 -0.245 -5.469
C: 1.465 3.463 3.048
N: 2.608 3.344 2.137
C: 3.881 4.032 2.380
C: 2.536 2.558 1.081
O: 1.499 1.835 0.839
H: 1.722 4.233 3.786
H: 1.269 2.520 3.580
H: 0.543 3.752 2.525
H: 4.624 3.308 2.738
H: 4.248 4.441 1.435
H: 3.725 4.819 3.130
H: 3.432 2.496 0.447

Atom charges from the Mulliken analysis, given in e for atoms 1 to 6:
1. Tb 0.355
2. P 0.902
3. P 0.973
4. P 0.949
5. H 0.463
6. C -0.337

=====

Number 1: electronic energy -993.55095 Ha. Number 2: electronic energy -3164.11461 Ha.